(1)
Below is the molecule C21H23FN2O2, with properties calculated with the ωB97M-V functional and the def2-TZVPD basis.

Results
**Maximum force**: 0.0094 hartree/bohr
**E_tot**: -31944.0973 eV
**SMILES**: O=C(CCC(=O)N1CCC[C@H](Nc2ccccc2)C1)c1ccc(F)cc1
**Energy relative to the best compared isomer or geometry (same formula, charge and spin)**: 18.7 kcal per mole
**Highest occupied orbital energy**: -8.06 eV

ORCA input file:
```
! wB97M-V def2-TZVPD RIJCOSX def2/J DEFGRID3
* xyz 0 1
F 5.4311 -1.7053 -2.2831
O -0.6870 0.3548 3.3750
O 0.3034 -3.6403 0.7710
N -0.5928 1.9223 1.7702
N -2.2767 1.1634 -0.5749
C 0.9884 -2.6645 0.9717
C 2.2283 -2.9037 -1.1453
C 3.3057 -2.6718 -1.9763
C -1.6975 2.4652 -0.3529
C -0.5721 -1.8665 -2.8952
C -0.1985 -0.5506 -3.1022
C 2.2020 -2.3952 0.1530
C -0.7371 0.4685 -2.3388
C -2.8133 2.9264 1.8796
C -1.6729 0.1849 -1.3414
C -1.4362 2.8222 2.5339
C 0.4466 -0.2556 1.3473
C 0.6247 -1.6255 2.0078
C -0.3316 0.6848 2.2599
C -2.6808 3.3539 0.4173
C 4.3891 -1.4474 -0.1904
C 4.3725 -1.9406 -1.4840
C -0.3609 2.3888 0.4264
C -1.4998 -2.1600 -1.9083
C -2.0417 -1.1506 -1.1409
C 3.2963 -1.6733 0.6249
H -3.3127 1.9583 1.9516
H -3.6544 3.3209 -0.0740
H -1.5026 2.9211 -1.3304
H 3.3330 -3.0489 -2.9861
H -3.4217 3.6512 2.4214
H -1.7950 -3.1820 -1.7253
H 1.3874 -1.5759 2.7860
H 1.3801 -3.4754 -1.4878
H -2.3169 4.3826 0.3773
H 0.3361 1.7391 -0.0991
H -0.9571 3.8064 2.5679
H -0.1492 -2.6538 -3.5001
H -2.7591 -1.3870 -0.3672
H -0.3120 -1.9222 2.4822
H 3.3157 -1.3080 1.6401
H -0.4310 1.4859 -2.5281
H -0.1045 -0.3906 0.4140
H 0.5245 -0.3085 -3.8677
H -2.7739 0.7947 0.2233
H -1.5162 2.4243 3.5464
H 1.4152 0.1893 1.1103
H 5.2491 -0.8990 0.1609
H 0.0760 3.3931 0.4797
*
```

---

(2)
Below is the molecule C21H23FN2O4, with properties calculated with the ωB97M-V functional and the def2-TZVPD basis.

Results
**Maximum force**: 0.0111 hartree/bohr
**E_tot**: -36038.1613 eV
**SMILES**: CCOc1cc(NC(=O)C2CC2)c(OCC)cc1NC(=O)c1cccc(F)c1
**Energy relative to the best compared isomer or geometry (same formula, charge and spin)**: 17.2 kcal per mole
**Highest occupied orbital energy**: -7.68 eV

ORCA input file:
```
! wB97M-V def2-TZVPD RIJCOSX def2/J DEFGRID3
* xyz 0 1
F 2.8914 4.3055 4.9875
O 1.3223 3.4526 -0.6385
O -0.2575 -0.0312 2.3406
O 0.3158 -0.5765 -3.1434
O -1.6654 -3.9857 -0.1793
N -0.7681 -2.6246 -1.7734
N 0.8358 1.9369 0.9960
C 1.2472 3.1474 0.5359
C -1.3426 -3.7802 -1.3327
C 1.5948 4.1184 1.6208
C -0.1408 -0.2444 0.9931
C 1.7626 6.4280 2.2958
C -0.7054 -1.0825 3.1788
C 1.4472 5.4751 1.3449
C -0.5650 1.5809 -3.9840
C 0.3655 -2.1403 3.4208
C -1.4390 -6.2386 -2.0390
C 2.0900 3.7208 2.8588
C 2.2452 6.0431 3.5352
C 0.4345 0.8160 0.2657
C -0.3987 -1.4914 -1.0500
C 0.1624 -0.4301 -1.7728
C -0.6761 0.0624 -3.9402
C -2.7778 -5.6568 -2.3198
C -0.5446 -1.3890 0.3295
C -1.5517 -4.7823 -2.4175
C 0.5891 0.7070 -1.1076
C 2.4065 4.6927 3.7886
H -0.7989 2.0176 -3.0169
H -1.2644 1.9686 -4.7203
H -3.2849 -5.9176 -3.2361
H -1.6773 -0.2283 -3.5897
H -0.5186 -0.3510 -4.9409
H -0.0092 -2.8801 4.1223
H -0.9844 -2.2219 0.8493
H 0.6328 -2.6400 2.4937
H 1.0825 5.7616 0.3705
H 0.4428 1.8739 -4.2663
H -1.1911 -6.4478 -1.0097
H -0.9569 -0.5825 4.1187
H 1.0509 1.5127 -1.6517
H 1.6373 7.4765 2.0732
H -3.4301 -5.4753 -1.4796
H 1.2583 -1.6793 3.8368
H -0.5095 -2.5517 -2.7505
H 2.2659 2.6850 3.1063
H -0.9954 -6.9125 -2.7556
H -1.6157 -1.5358 2.7721
H 0.7022 1.8191 1.9914
H -1.2171 -4.4897 -3.4044
H 2.5033 6.7650 4.2935
*
```

---

> energy relative to the best compared isomer or geometry (same formula, charge and spin) of number 1 (C21H23FN2O2)?

18.7 kcal per mole

---

> The highest maximum force belongs to which entry?

C21H23FN2O4

---

> E_tot of number 1 (C21H23FN2O2)?

-31944.0973 eV

---

What did the second record say?
Below is the molecule C21H23FN2O4, with properties calculated with the ωB97M-V functional and the def2-TZVPD basis.

Results
**Maximum force**: 0.0111 hartree/bohr
**E_tot**: -36038.1613 eV
**SMILES**: CCOc1cc(NC(=O)C2CC2)c(OCC)cc1NC(=O)c1cccc(F)c1
**Energy relative to the best compared isomer or geometry (same formula, charge and spin)**: 17.2 kcal per mole
**Highest occupied orbital energy**: -7.68 eV

ORCA input file:
```
! wB97M-V def2-TZVPD RIJCOSX def2/J DEFGRID3
* xyz 0 1
F 2.8914 4.3055 4.9875
O 1.3223 3.4526 -0.6385
O -0.2575 -0.0312 2.3406
O 0.3158 -0.5765 -3.1434
O -1.6654 -3.9857 -0.1793
N -0.7681 -2.6246 -1.7734
N 0.8358 1.9369 0.9960
C 1.2472 3.1474 0.5359
C -1.3426 -3.7802 -1.3327
C 1.5948 4.1184 1.6208
C -0.1408 -0.2444 0.9931
C 1.7626 6.4280 2.2958
C -0.7054 -1.0825 3.1788
C 1.4472 5.4751 1.3449
C -0.5650 1.5809 -3.9840
C 0.3655 -2.1403 3.4208
C -1.4390 -6.2386 -2.0390
C 2.0900 3.7208 2.8588
C 2.2452 6.0431 3.5352
C 0.4345 0.8160 0.2657
C -0.3987 -1.4914 -1.0500
C 0.1624 -0.4301 -1.7728
C -0.6761 0.0624 -3.9402
C -2.7778 -5.6568 -2.3198
C -0.5446 -1.3890 0.3295
C -1.5517 -4.7823 -2.4175
C 0.5891 0.7070 -1.1076
C 2.4065 4.6927 3.7886
H -0.7989 2.0176 -3.0169
H -1.2644 1.9686 -4.7203
H -3.2849 -5.9176 -3.2361
H -1.6773 -0.2283 -3.5897
H -0.5186 -0.3510 -4.9409
H -0.0092 -2.8801 4.1223
H -0.9844 -2.2219 0.8493
H 0.6328 -2.6400 2.4937
H 1.0825 5.7616 0.3705
H 0.4428 1.8739 -4.2663
H -1.1911 -6.4478 -1.0097
H -0.9569 -0.5825 4.1187
H 1.0509 1.5127 -1.6517
H 1.6373 7.4765 2.0732
H -3.4301 -5.4753 -1.4796
H 1.2583 -1.6793 3.8368
H -0.5095 -2.5517 -2.7505
H 2.2659 2.6850 3.1063
H -0.9954 -6.9125 -2.7556
H -1.6157 -1.5358 2.7721
H 0.7022 1.8191 1.9914
H -1.2171 -4.4897 -3.4044
H 2.5033 6.7650 4.2935
*
```